No. 1
Below is C38H47BCoF5N8O3S as an isolated structure in a non-equilibrium geometry, with properties calculated with ωB97M-V/def2-TZVPD.

Geometry as XYZ:
```
104
Properties=species:S:1:pos:R:3
Co 0.17 0.13 -0.42
C -3.06 0.13 0.98
C -2.12 1.20 1.41
C -2.31 2.33 2.21
C -1.13 3.05 2.14
C -0.76 4.33 2.81
N -0.28 2.38 1.33
N -0.89 1.25 0.92
B 0.99 2.87 0.61
N 0.63 2.92 -0.90
N -0.17 1.97 -1.43
C -0.49 2.36 -2.66
C -1.45 1.62 -3.53
C 0.14 3.58 -2.93
C 0.85 3.90 -1.79
C 1.77 5.04 -1.54
N 2.08 1.84 0.86
N 1.80 0.53 0.74
C 2.87 -0.17 1.11
C 2.88 -1.66 1.19
C 3.88 0.72 1.47
C 3.34 1.99 1.29
C 3.99 3.32 1.48
H -3.69 0.51 0.18
H -3.70 -0.20 1.80
H -2.49 -0.71 0.59
H -3.19 2.61 2.76
H -1.54 4.60 3.52
H -0.64 5.14 2.09
H 0.18 4.21 3.35
H 1.32 3.95 0.99
H -2.25 1.19 -2.94
H -0.96 0.80 -4.07
H -1.88 2.30 -4.27
H 0.08 4.16 -3.84
H 1.74 5.72 -2.39
H 2.79 4.68 -1.42
H 1.49 5.59 -0.65
H 1.90 -2.07 0.93
H 3.13 -1.96 2.20
H 3.63 -2.08 0.51
H 4.87 0.48 1.81
H 4.98 3.18 1.91
H 3.41 3.96 2.14
H 4.09 3.83 0.52
O 0.01 -1.85 -3.18
C 1.09 -1.19 -3.05
N 2.09 -1.35 -3.93
C 3.17 -0.43 -3.61
C 2.52 0.34 -2.42
O 3.01 1.28 -1.85
N 1.32 -0.27 -2.13
C 4.41 -1.11 -3.03
C 4.52 -2.48 -2.91
C 5.68 -3.05 -2.40
C 6.73 -2.25 -2.00
C 6.61 -0.87 -2.08
C 5.46 -0.30 -2.59
C 3.48 0.52 -4.77
C 2.61 1.57 -5.02
C 2.88 2.47 -6.04
C 4.01 2.32 -6.83
C 4.87 1.26 -6.59
C 4.61 0.36 -5.57
H 2.05 -1.95 -4.74
H 3.70 -3.12 -3.22
H 5.75 -4.13 -2.32
H 7.64 -2.69 -1.62
H 7.42 -0.23 -1.75
H 5.36 0.78 -2.65
H 1.74 1.72 -4.39
H 2.20 3.30 -6.21
H 4.23 3.03 -7.61
H 5.75 1.13 -7.20
H 5.30 -0.46 -5.38
C 0.15 -2.82 5.91
C -1.21 -2.21 5.53
C -1.14 -1.32 4.29
S -0.90 -2.19 2.66
O 0.12 -3.24 2.89
C -2.54 -3.08 2.63
C -2.31 -4.55 2.33
C -1.98 -4.76 0.85
H 0.02 -3.52 6.74
H 0.85 -2.04 6.21
H 0.56 -3.36 5.07
H -1.58 -1.62 6.36
H -1.92 -3.03 5.35
H -0.31 -0.62 4.35
H -2.07 -0.76 4.14
H -3.11 -2.60 1.83
H -3.06 -2.92 3.58
H -3.19 -5.13 2.61
H -1.47 -4.90 2.93
H -2.82 -4.48 0.22
H -1.73 -5.80 0.66
H -1.12 -4.14 0.57
F -0.12 -1.54 0.17
C -0.96 -1.81 -2.13
F -1.16 -0.44 -1.77
C -2.25 -2.29 -2.72
F -2.08 -3.49 -3.31
F -2.80 -1.47 -3.68
F -3.19 -2.41 -1.77
```

## Properties
gap between HOMO and LUMO (alpha / beta) = 6.241 / 6.253 eV

No. 2
Below is a 4-piece molecular cluster, C38H47BrCl6F5O5P overall in a non-equilibrium geometry, with properties calculated with ωB97M-V/def2-TZVPD.

Geometry as XYZ:
```
103
Properties=species:S:1:pos:R:3
C -2.03 -3.58 4.32
C -2.42 -2.36 3.51
O -3.39 -1.58 4.21
C -4.63 -1.48 3.54
C -5.48 -0.45 4.24
O -4.90 0.86 4.29
C -4.13 1.23 3.22
C -2.77 1.32 3.45
C -1.92 1.69 2.43
C -2.42 1.98 1.16
C -3.79 1.92 0.94
Br -4.51 2.37 -0.76
C -4.67 1.54 1.96
C -6.16 1.52 1.73
C -6.75 2.95 1.82
C -1.40 2.36 0.13
O -1.57 3.27 -0.64
C -0.13 1.57 0.20
C 0.56 1.12 -0.94
C -0.06 1.38 -2.29
C -1.40 0.60 -2.47
C -1.37 -0.79 -1.95
F -1.06 -1.77 -2.86
C -1.59 -1.21 -0.70
F -0.83 -2.11 -0.08
F -2.56 -0.79 0.09
C 1.78 0.44 -0.79
P 2.85 -0.16 -2.18
C 1.87 -1.03 -3.46
C 3.46 1.38 -3.02
C 4.96 1.23 -3.37
C 2.28 0.21 0.51
C 3.61 -0.52 0.68
C 4.81 0.27 0.24
O 5.87 -0.15 -0.05
F 4.57 1.61 0.20
C 1.58 0.62 1.65
C 2.11 0.39 3.05
C 3.15 1.46 3.46
C 4.52 0.90 3.80
F 4.45 -0.06 4.80
C 0.37 1.30 1.48
C -0.45 1.79 2.63
O 0.02 2.26 3.64
H -1.46 -3.26 5.19
H -1.36 -4.22 3.73
H -2.90 -4.15 4.63
H -1.54 -1.73 3.37
H -2.78 -2.68 2.53
H -4.52 -1.31 2.47
H -5.16 -2.44 3.65
H -5.60 -0.76 5.27
H -6.48 -0.46 3.80
H -2.37 1.10 4.43
H -6.35 1.16 0.73
H -6.68 0.86 2.42
H -7.66 2.98 2.40
H -6.03 3.59 2.34
H -6.89 3.39 0.84
H 0.63 1.22 -3.11
H -0.32 2.44 -2.31
H -2.24 1.14 -2.04
H -1.62 0.54 -3.54
H 0.83 -0.72 -3.54
H 2.35 -0.81 -4.41
H 1.90 -2.11 -3.32
H 3.38 2.17 -2.27
H 2.88 1.61 -3.91
H 5.12 1.13 -4.45
H 5.49 2.13 -3.07
H 5.43 0.41 -2.84
H 3.75 -0.83 1.71
H 3.58 -1.43 0.09
H 1.30 0.46 3.78
H 2.53 -0.61 3.15
H 2.80 2.05 4.30
H 3.30 2.15 2.63
H 5.05 0.50 2.94
H 5.13 1.73 4.17
Cl 9.36 1.88 4.00
C 9.58 0.79 2.61
C 8.26 0.28 2.08
Cl 7.47 -0.84 3.23
H 10.22 -0.03 2.92
H 10.08 1.36 1.83
H 8.42 -0.28 1.16
H 7.57 1.09 1.88
Cl 2.82 -1.97 -9.43
C 1.90 -2.57 -8.03
C 0.67 -1.73 -7.75
Cl 1.08 -0.10 -7.17
H 2.56 -2.58 -7.17
H 1.60 -3.59 -8.26
H 0.07 -2.21 -6.98
H 0.06 -1.62 -8.64
Cl -4.77 -0.76 -2.38
C -4.96 -1.89 -3.75
C -6.40 -2.28 -3.96
Cl -7.02 -3.30 -2.64
H -4.33 -2.75 -3.56
H -4.59 -1.38 -4.64
H -6.49 -2.86 -4.88
H -7.04 -1.41 -4.04
```

## Properties
gap between HOMO and LUMO = 7.717 eV
SMILES string = CCOCCOc1cc2c(c(Br)c1CC)C(=O)c1c(CCC(F)=C(F)F)c(P(C)CC)c(CC(=O)F)c(CCCF)c1C2=O.ClCCCl.ClCCCl.ClCCCl

Number 1: E_tot -4445.19064 Eh. Number 2: E_tot -8028.18389 Eh.